34
Properties=species:S:1:pos:R:3:lowdin_charge:R:1 method="wB97M-V/def2-TZVPD" largest_force_ev_per_a=1.75 relative_energy_kj_mol=66.4 total_energy_ha=-9345.34966 charge=-2 gap_ha="0.18337 / 0.18333" homo_ha="-0.04520 / -0.04516" lumo_energy_ev="3.76 / 3.76"
W 0.60387 1.09531 -1.36048 0.4380
S -3.74290 1.53378 -0.96375 -0.2716
Sb -2.07889 1.39718 -2.49930 0.2256
S 0.68625 2.71933 -3.33728 -0.2137
S 1.25263 0.76124 -3.61962 -0.1193
S -2.82825 0.38258 -4.38019 -0.3200
O 7.30072 0.26068 0.59923 -0.1107
C 6.14641 0.41111 0.27660 -1.0565
S 5.42269 1.97814 -0.10681 0.9353
C 3.78971 1.40036 -0.41746 -1.1374
C 3.59265 0.07746 -0.28908 -1.1251
S 2.02122 -0.62051 -0.54034 0.5684
S 4.97180 -0.90685 0.16824 0.9275
S 2.51013 2.49642 -0.80578 0.5008
C -0.66489 -2.05583 -2.10948 -0.0731
C -1.04068 -1.65829 -0.71868 -0.3393
C -1.76250 -2.54704 0.10343 -0.0033
C -2.15864 -2.17366 1.35783 -0.0189
C -1.87652 -0.87167 1.82125 -0.1989
C -2.31671 -0.31238 3.03724 -0.6298
Br -3.28061 -1.38049 4.28256 0.7020
C -2.08774 1.00697 3.33361 -0.1877
C -1.39632 1.82555 2.44699 -0.6088
Br -1.18094 3.65176 2.87468 0.7397
C -0.87388 1.33866 1.24504 -0.4414
O -0.25877 2.04539 0.36111 -0.3012
C -1.14223 -0.03852 0.96049 -0.1773
N -0.71492 -0.45325 -0.26984 -0.0814
H -0.74035 -3.13713 -2.22068 0.0763
H 0.34259 -1.71584 -2.35207 0.0121
H -1.33518 -1.57360 -2.82959 0.0223
H -1.99181 -3.52504 -0.29458 0.1079
H -2.71127 -2.85079 1.99348 0.0733
H -2.45667 1.43896 4.25322 0.0864